The following is a DFT calculation (ωB97M-V/def2-TZVPD) of C4H7ClN4 in the gas phase at a distorted geometry.

Last columns: bonded neighbours and bond lengths (Å).
Cartesian coordinates (Å):
1 C -0.37349 -0.59194 0.04873  C4 1.677, N5 1.299, N8 1.379
2 C 1.69171 -1.11538 -1.41493  C4 1.516, H10 1.056, H11 1.102, H12 1.128
3 C -0.95828 1.63725 1.27107  N8 1.452, H13 1.075, H14 1.005, H15 1.105
4 C 1.10594 -0.04203 -0.51865  C1 1.677, C2 1.516, Cl9 1.820, H16 1.049
5 N -1.05137 -1.66124 -0.24133  C1 1.299, N6 1.401
6 N -2.32961 -1.40289 0.26991  N5 1.401, N7 1.258
7 N -2.36777 -0.24055 0.75006  N6 1.258, N8 1.318
8 N -1.18293 0.33137 0.67705  C1 1.379, C3 1.452, N7 1.318
9 Cl 2.13039 0.12205 0.97717  C4 1.820
10 H 1.39257 -2.04904 -1.02282  C2 1.056
11 H 2.78321 -0.97195 -1.45515  C2 1.102
12 H 1.15608 -0.83401 -2.36673  C2 1.128
13 H -1.94371 2.00664 1.48827  C3 1.075
14 H -0.37960 1.67415 2.09140  C3 1.005
15 H -0.55639 2.29009 0.47463  C3 1.105
16 H 0.88327 0.84749 -1.02870  C4 1.049

Computed properties:
- SMILES = C[C@H](Cl)c1nnnn1C
- relative energy (zero: lowest compared OMol25 entry of this formula, charge and spin) (kcal per mole) = 0.0